No. 1
17
Properties=species:S:1:pos:R:3:forces:R:3 method="wB97M-V/def2-TZVPD" e_homo_ev=-8.79 total_charge=0 de_lowest_kj_mol=765.1 homo_lumo_gap_ev=8.86 total_energy_ev=-9897.674
C -0.669213 -0.640112 0.747768 4.03 -1.74 2.90
C 0.059430 -1.013429 -0.532896 -0.51 -4.59 -2.88
C -1.167372 0.421625 -0.016258 1.55 2.27 -1.14
C 0.164670 1.247803 -0.162376 1.79 -3.71 -1.00
C 1.764611 1.010292 0.127332 -4.09 -4.72 2.43
C 1.007987 0.030567 -0.909269 1.10 4.34 2.38
H -0.640124 -0.994903 2.828221 3.70 3.07 -3.86
H -1.368399 -1.357468 0.879853 -2.15 -2.39 1.05
H 0.261274 -2.057119 -1.061762 0.03 1.60 2.09
H -2.110555 -1.073198 -1.001413 -0.14 -1.11 0.34
H -2.072951 0.849670 0.176791 -2.11 1.86 0.92
H 0.145953 2.045687 -0.748789 -0.64 3.56 -2.36
H 2.177715 1.855207 -0.374106 1.04 0.08 0.12
H 2.135099 0.418989 1.121178 -0.72 2.36 -2.50
H 1.480377 0.161617 -1.846551 -0.53 -0.33 -1.23
N -1.269386 -0.553981 -1.139113 1.68 2.95 -1.93
O 0.100883 -0.351244 1.911389 -4.04 -3.51 4.66

---

No. 2
80
Properties=species:S:1:pos:R:3:forces:R:3 method="wB97M-V/def2-TZVPD" e_homo_ev="-4.08 / -4.09" s_squared=6.00 spin_multiplicity=5 total_charge=-1 de_lowest_kj_mol=0.0 homo_lumo_gap_ev="6.63 / 6.64" total_energy_ev=-101746.105
Ho -0.819953 -1.006122 0.188547 0.15 0.86 -0.02
O 3.083554 -0.123453 2.844957 0.39 -0.03 0.18
C 3.949833 -0.920093 2.180240 -0.11 0.08 -0.04
C 5.295834 -0.838673 2.531637 0.14 -0.05 -0.02
C 6.236630 -1.616360 1.879493 -0.05 0.00 0.00
C 5.847403 -2.496362 0.871208 0.03 0.00 0.02
C 4.507909 -2.587161 0.534659 -0.02 0.06 -0.03
C 3.542109 -1.805898 1.170147 -0.07 0.14 -0.07
C 2.101867 -1.915624 0.789062 0.03 -0.02 0.32
O 1.281670 -0.984498 1.220931 -0.11 -0.25 -0.25
N 1.750111 -2.973598 0.125581 0.17 -0.12 -0.05
N 0.367556 -3.032539 -0.008787 0.36 0.06 0.01
C -0.118835 -4.193253 -0.198983 -0.37 -0.25 0.04
C -1.542935 -4.476283 -0.116610 0.19 -0.06 -0.07
C -2.015996 -5.699791 -0.610236 0.09 0.01 -0.04
C -3.333150 -6.074467 -0.481161 -0.10 0.10 0.08
C -4.208553 -5.211768 0.192632 0.08 -0.02 -0.04
C -3.763881 -4.018474 0.717111 -0.17 -0.01 -0.01
C -2.425580 -3.606700 0.571743 0.07 0.13 0.16
O -2.030529 -2.467389 1.091167 -0.37 -0.73 0.08
H 2.218348 -0.234429 2.399924 -0.24 -0.16 -0.22
H 5.579501 -0.148240 3.317945 -0.02 -0.03 -0.04
H 7.281728 -1.536294 2.158271 -0.04 0.00 -0.01
H 6.583820 -3.106170 0.357351 -0.08 0.06 0.05
H 4.173443 -3.265173 -0.240605 0.00 0.02 0.04
H 0.566151 -5.023892 -0.351265 0.09 -0.10 -0.02
H -1.312064 -6.354984 -1.113774 -0.01 0.01 0.01
H -3.683401 -7.014444 -0.887551 0.00 0.02 0.01
H -5.251556 -5.485423 0.303230 0.00 0.01 0.00
H -4.435175 -3.340840 1.232520 0.03 -0.05 -0.03
S -1.061316 -1.022796 -2.432626 -0.17 -0.04 -0.12
C -2.841311 -1.016635 -2.561259 -0.11 -0.11 -0.04
C -3.404239 -1.601637 -3.708975 0.12 0.06 0.11
C -4.773497 -1.654887 -3.915849 0.10 0.05 0.05
C -5.627473 -1.123143 -2.954636 0.05 -0.03 0.04
C -5.093843 -0.557200 -1.809625 0.21 0.04 0.04
C -3.706253 -0.479534 -1.581971 -0.17 -0.06 -0.05
S -3.148148 0.318189 -0.099648 -0.40 0.20 -0.41
H -2.723843 -2.023319 -4.443536 -0.08 0.04 0.07
H -5.170099 -2.112043 -4.815883 0.03 0.02 0.03
H -6.703931 -1.161701 -3.091660 0.07 0.02 0.02
H -5.747796 -0.149992 -1.046524 0.02 -0.02 -0.03
C -1.790853 4.087967 -0.812082 -0.08 -0.02 0.03
C -0.423454 3.448115 -1.074470 -0.20 -0.22 -0.14
C 0.652162 4.533346 -1.104730 -0.01 0.07 0.03
C -0.498535 2.776149 -2.459520 -0.01 0.00 0.05
P -0.102623 2.059693 0.180144 0.49 0.20 0.03
C 1.728965 1.840099 -0.016778 -0.05 0.03 0.06
C 2.091751 0.959162 -1.043164 0.14 0.07 -0.04
C 3.422335 0.670900 -1.320392 -0.11 0.00 0.02
C 4.430480 1.237342 -0.550422 -0.01 -0.04 -0.02
C 4.088788 2.089870 0.487075 0.01 0.00 -0.01
C 2.756329 2.390788 0.745336 0.04 -0.01 -0.02
C -0.463720 2.674453 1.933698 -0.14 0.02 -0.04
C -0.059250 1.488049 2.814087 0.00 0.13 -0.03
C -1.992765 2.816479 2.107856 0.05 -0.01 0.10
C 0.188335 3.962638 2.432362 -0.08 0.08 0.06
H -2.066900 4.687381 -1.687164 0.03 -0.02 0.06
H -1.768234 4.758213 0.049086 0.00 -0.03 -0.01
H -2.570039 3.334461 -0.661679 0.07 0.04 -0.02
H 0.386094 5.264174 -1.880819 0.03 -0.07 0.10
H 1.634044 4.127471 -1.351494 -0.02 -0.01 0.01
H 0.731952 5.069077 -0.154130 0.00 -0.06 -0.07
H -0.846611 3.515909 -3.192556 0.07 -0.06 0.09
H -1.190981 1.929939 -2.464540 0.04 0.07 0.02
H 0.476744 2.417154 -2.792373 0.01 -0.04 0.04
H 1.318731 0.476965 -1.631835 -0.07 -0.01 -0.07
H 3.661562 -0.029378 -2.113951 -0.01 0.06 0.06
H 5.470505 0.986400 -0.732614 -0.09 0.01 0.00
H 4.863484 2.511845 1.118069 -0.05 -0.02 -0.02
H 2.537630 3.040127 1.576675 0.04 0.01 -0.04
H -0.659952 0.624104 2.515157 0.13 -0.16 0.18
H -0.302578 1.694754 3.860589 0.03 0.03 -0.03
H 0.999902 1.254634 2.741930 -0.01 -0.04 0.01
H -2.553508 2.052354 1.567807 0.03 0.04 0.03
H -2.356992 3.789929 1.789071 0.00 0.00 -0.04
H -2.229495 2.711821 3.174859 0.05 0.04 -0.10
H 1.274014 3.936820 2.409902 -0.07 0.06 0.04
H -0.112622 4.125697 3.475371 0.00 0.00 -0.08
H -0.148803 4.828192 1.858447 0.03 -0.04 0.01

---

No. 3
142
Properties=species:S:1:pos:R:3:forces:R:3 method="wB97M-V/def2-TZVPD" e_homo_ev=-9.23 total_charge=+1 homo_lumo_gap_ev=3.80 total_energy_ev=-106227.845
C -0.604371 1.172316 4.158845 -0.10 -0.03 0.43
C -1.993750 1.813064 3.589473 1.55 -1.24 0.78
O -1.767202 2.118444 2.185734 -1.50 -0.02 0.26
C -2.976690 2.564274 1.522655 0.18 1.67 -0.04
C -2.616384 2.881433 -0.047146 -1.00 -1.19 2.08
O -3.070751 4.243008 -0.278545 1.67 -0.22 -1.71
C -2.821552 4.694518 -1.638206 -0.91 0.68 0.10
C -1.275957 4.658889 -2.087595 3.17 0.90 0.84
C -0.332765 5.460897 -1.067276 2.19 -0.88 -2.18
N -0.845854 6.169549 0.138517 -1.00 3.79 -3.95
C -1.408571 7.327132 -0.221567 -5.32 -0.12 0.07
O -2.320756 8.166851 -0.454527 6.86 -5.09 1.59
C 1.207395 5.522214 -1.335112 -1.76 -1.38 -1.74
F 2.089381 6.214657 -0.456346 -3.10 -2.38 -3.07
C 1.711062 4.784370 -2.665677 -3.35 -1.29 -0.95
P 3.590616 4.961582 -2.951447 3.15 1.64 1.79
O 3.942015 5.920448 -4.328871 -1.93 -2.91 0.44
O 4.345756 3.424494 -2.996264 -1.47 1.10 -0.86
C 0.704958 4.020141 -3.645824 -0.43 2.17 4.25
C 1.180509 3.325379 -4.992518 -0.38 -1.07 -2.92
F 0.725115 1.952124 -5.150493 1.11 4.10 0.74
F 0.585531 4.092726 -6.082340 1.53 -2.11 2.82
F 2.561990 3.279708 -5.270162 -3.54 0.58 1.40
N -0.743427 4.000332 -3.306200 1.54 1.63 2.11
C -1.790415 3.324845 -4.150446 -2.53 -1.01 -0.74
C -2.376878 1.946319 -3.502455 0.99 -0.69 -0.67
C -1.286304 1.064460 -2.711385 -0.93 -1.17 0.11
C -2.084927 -0.274099 -2.187013 1.88 -0.34 -1.36
C -1.017092 -1.147013 -1.335107 -0.80 0.47 1.03
C -1.378322 -0.872396 0.244246 0.64 -0.65 -1.15
C -0.179819 -1.402191 1.183616 -0.69 0.60 -1.05
C 1.110862 -0.431809 1.053395 0.30 -1.03 0.30
C 2.430056 -1.395687 1.020790 0.11 1.51 0.35
C 2.868759 -1.840078 -0.468219 -0.43 -0.35 -0.04
C 2.328516 -3.287630 -0.932355 1.15 -0.58 -0.33
C 2.594225 -4.470717 0.165464 -0.99 0.01 -0.78
N 1.277663 -4.803382 0.843209 -4.46 -1.07 2.95
C 0.950030 -4.675081 2.272345 -2.95 -1.33 -0.20
C -0.521572 -5.134429 2.596994 2.46 0.42 -4.03
C -1.181991 -5.546096 1.216574 6.32 2.11 0.59
C 0.032721 -5.304353 0.235592 -1.48 -0.16 1.28
H 0.314785 1.642375 3.654560 -1.51 -0.54 0.71
H -0.506762 1.346504 5.306865 -0.30 -0.21 -2.06
H -0.547482 0.032420 4.006009 -0.21 1.81 0.06
H -2.792083 0.990880 3.669078 0.84 1.47 0.04
H -2.214406 2.736065 4.236547 -0.06 -1.18 -1.26
H -3.884022 1.870135 1.642894 1.52 0.64 -0.23
H -3.263008 3.581720 2.015202 0.23 -1.58 -0.98
H -1.481105 2.724531 -0.133406 -1.67 0.39 -0.17
H -3.253673 2.158684 -0.671721 1.29 1.01 0.56
H -3.131180 5.820480 -1.647806 0.65 -1.94 0.00
H -3.562388 4.157348 -2.319477 1.47 0.62 0.58
H 3.558103 5.553623 -5.164004 0.54 0.48 0.51
H 5.184957 3.402427 -2.478258 -0.98 0.55 -0.40
H -1.472776 3.065568 -5.215983 0.21 0.75 1.79
H -2.717037 4.024095 -4.268173 2.05 -0.87 0.20
H -2.712163 1.303063 -4.416301 0.53 1.22 1.59
H -3.317538 2.093488 -2.863504 1.56 0.03 -0.88
H -0.434640 0.646589 -3.378139 -1.53 0.99 0.87
H -0.777109 1.587933 -1.825769 -0.91 -0.57 -1.24
H -2.310112 -0.875681 -3.161776 -0.06 1.15 1.74
H -3.050159 -0.014429 -1.623534 1.49 -0.50 -0.76
H 0.067207 -0.807147 -1.592455 -1.89 -0.53 0.49
H -1.075944 -2.275208 -1.542563 -0.06 1.68 0.23
H -1.565293 0.270160 0.307333 0.31 -1.88 0.39
H -2.351990 -1.465832 0.457834 1.52 1.16 -0.27
H -0.598768 -1.491498 2.255575 1.06 0.10 -1.61
H 0.114445 -2.457383 0.786164 -0.66 1.76 0.91
H 1.145976 0.294648 1.948641 0.02 -1.18 -1.43
H 1.125811 0.203310 0.082418 -0.30 -1.04 1.55
H 2.227819 -2.261500 1.747109 0.42 1.13 -1.27
H 3.287129 -0.766999 1.479515 -1.18 -1.14 -0.77
H 4.019092 -1.850915 -0.543029 -1.80 0.00 0.13
H 2.473929 -1.072042 -1.249368 0.78 -1.16 1.40
H 2.953052 -3.600911 -1.867074 -1.19 0.68 1.48
H 1.221159 -3.292174 -1.246591 1.72 0.07 0.67
H 3.342846 -4.143957 0.970984 -1.19 -0.61 -1.22
H 2.949985 -5.439610 -0.375418 -0.51 1.80 1.09
H 1.720816 -4.316936 3.043081 -1.28 -0.67 -1.52
H -1.037949 -5.163874 3.619992 1.20 0.15 -1.73
H -2.234009 -5.931048 0.982946 2.04 0.68 0.29
H 0.020149 -5.473315 -0.898734 0.07 0.26 1.99
C -3.129760 -3.482357 9.671045 -0.30 0.03 -0.18
C -1.830109 -3.628470 8.900903 0.00 0.27 0.72
O -2.032494 -4.326847 7.664883 -0.14 0.21 -0.73
C -2.624683 -3.620041 6.685690 -0.04 -0.11 0.38
O -2.986606 -2.468402 6.753182 0.27 -0.58 -0.17
O -2.770614 -4.429375 5.617201 0.19 0.26 0.39
C -3.488425 -3.833132 4.539179 -0.27 0.12 -0.44
H -3.598876 -4.458688 9.821130 0.16 0.03 0.09
H -2.951827 -3.019915 10.644464 0.05 -0.08 -0.07
H -3.849441 -2.865773 9.127687 0.16 0.04 0.04
H -1.129637 -4.228611 9.488818 -0.06 -0.12 -0.38
H -1.353990 -2.659960 8.721207 -0.18 -0.10 -0.16
H -3.038511 -2.883432 4.239678 -0.10 -0.07 0.16
H -4.534307 -3.691570 4.821807 0.14 0.14 0.00
H -3.448876 -4.515685 3.688449 0.14 -0.08 0.27
C -2.974997 9.715705 -8.839763 -0.10 -0.01 0.34
C -1.688580 9.018657 -9.243090 -0.60 0.16 -0.55
O -0.766327 8.950556 -8.146294 0.18 -0.65 0.70
C -1.054252 8.041814 -7.199530 -0.24 0.47 -0.51
O -1.998859 7.286337 -7.195483 0.61 0.21 0.15
O -0.117246 8.133707 -6.233272 -0.18 -0.17 -0.19
C -0.370067 7.294317 -5.112500 0.02 -0.13 0.28
H -2.761440 10.702065 -8.418940 0.03 -0.03 -0.19
H -3.637240 9.832085 -9.700438 0.12 0.00 0.03
H -3.510743 9.153298 -8.071654 0.05 -0.06 -0.16
H -1.197399 9.598055 -10.029778 0.21 -0.10 0.33
H -1.877943 8.020092 -9.647962 0.04 0.05 0.25
H -0.504398 6.253584 -5.418377 -0.15 0.16 -0.05
H -1.248594 7.653176 -4.569895 -0.03 -0.14 -0.09
H 0.494152 7.349218 -4.447044 0.05 0.22 -0.24
C -0.659202 -7.490071 7.109715 0.30 0.04 -0.07
C -1.424150 -8.062177 8.288765 -0.24 0.45 -0.46
O -0.641612 -9.031979 8.996808 0.38 0.05 0.57
C 0.338521 -8.533741 9.772811 -0.02 -0.12 -0.25
O 0.603645 -7.363538 9.926363 -0.19 -0.58 0.02
O 0.994426 -9.568761 10.332425 -0.40 0.42 -0.24
C 2.133489 -9.180680 11.097741 0.40 0.02 0.32
H -0.306085 -8.291795 6.455036 -0.18 0.00 0.03
H -1.291004 -6.811510 6.532168 0.00 -0.07 0.08
H 0.224314 -6.936914 7.436510 -0.17 0.03 0.06
H -2.312601 -8.583800 7.921574 0.23 -0.19 0.24
H -1.768662 -7.276756 8.968249 0.22 -0.08 0.00
H 1.868500 -8.441607 11.857534 0.02 0.00 -0.22
H 2.910665 -8.790949 10.436035 -0.12 0.11 0.12
H 2.519712 -10.068767 11.600748 -0.26 -0.02 -0.21
C 3.658519 0.724011 -6.679848 -0.05 -0.33 -0.15
C 4.799147 0.911646 -5.695667 -0.17 0.43 -0.40
O 4.971161 -0.247364 -4.870831 0.31 -0.36 0.03
C 5.554110 -1.305207 -5.467447 -0.11 -0.13 -0.10
O 5.942428 -1.355344 -6.610457 -0.18 0.10 0.69
O 5.606280 -2.311771 -4.573764 -0.05 0.62 -0.26
C 6.105197 -3.534426 -5.114238 0.22 -0.52 -0.11
H 2.738938 0.451499 -6.154338 0.07 0.14 0.03
H 3.484589 1.639959 -7.249376 0.03 -0.04 0.06
H 3.868837 -0.081429 -7.386974 0.10 0.15 0.05
H 4.561853 1.741708 -5.023945 0.13 -0.35 0.18
H 5.734948 1.164458 -6.203078 -0.08 -0.24 0.01
H 7.080521 -3.391694 -5.585265 -0.22 0.05 -0.05
H 5.388460 -3.944391 -5.829661 0.17 0.10 -0.04
H 6.219674 -4.243829 -4.292918 -0.13 0.30 0.05

---

| no. | maximum force (eV/A) |
| --- | --- |
| 1 | 7.10 |
| 2 | 0.88 |
| 3 | 8.70 |